Entry 1:
Entry from the Open Molecules 2025 dataset: a structure of composition C24H59CrN7O7P2 in a non-equilibrium geometry (ωB97M-V/def2-TZVPD).

Results
LUMO (spin up / spin down) = -6.5601 / -11.7454 eV
HOMO (spin up / spin down) = -14.892 / -14.894 eV
2S+1 = 6
frontier orbital gap (spin up / spin down) = 8.33 / 3.15 eV
total charge = +3
expectation value of S² = 8.768
energy = -97586.1258 eV

XYZ file:
```
100
Properties=species:S:1:pos:R:3:forces:R:3
Cr 0.756 0.822 -0.837 -0.7 0.6 0.0
O 0.021 1.626 1.010 0.1 0.4 0.5
P -0.936 2.000 2.109 -3.1 2.2 1.6
N -1.098 0.858 3.359 -0.3 -0.4 -0.7
C -0.217 0.941 4.560 -0.5 0.7 -0.6
C -1.663 -0.496 3.057 -0.1 1.1 0.0
N -2.556 2.371 1.563 0.7 -2.1 0.0
C -2.747 3.193 0.347 1.0 0.2 1.2
C -3.722 2.398 2.480 0.9 -0.7 -0.1
N -0.596 3.473 2.883 -0.4 -0.1 0.2
C -1.535 4.176 3.836 -0.5 -1.0 -1.5
C 0.622 4.201 2.625 1.0 -0.9 0.4
H -0.237 -0.006 5.098 0.0 0.1 -0.1
H -0.599 1.728 5.210 0.2 -0.1 0.2
H 0.801 1.205 4.273 0.2 -0.1 0.2
H -1.011 -0.999 2.343 -0.2 -0.4 0.0
H -2.672 -0.419 2.652 0.2 0.2 -0.4
H -1.836 -1.081 3.961 0.6 0.1 0.2
H -2.829 4.218 0.708 0.1 0.4 -0.4
H -1.849 3.079 -0.260 -0.1 0.2 -0.2
H -3.646 3.014 -0.241 -0.1 -0.6 0.2
H -4.565 1.860 2.046 -0.2 0.5 -0.4
H -3.525 1.818 3.381 0.3 0.3 0.1
H -3.939 3.431 2.748 -0.4 -0.1 0.0
H -2.131 3.410 4.331 0.4 0.3 0.8
H -1.019 4.923 4.438 0.2 -0.7 0.4
H -2.303 4.750 3.317 0.1 0.2 -0.5
H 0.698 5.154 3.150 -0.6 0.1 -0.3
H 0.787 4.324 1.555 0.3 0.2 0.1
H 1.384 3.600 3.121 0.9 0.2 -0.6
O 1.522 -1.079 -0.087 0.3 -2.1 1.7
P 1.527 -2.489 0.451 -1.2 -1.1 -2.9
N 0.954 -2.712 2.067 1.6 1.6 -1.0
C 0.667 -4.005 2.630 -1.0 -0.5 -0.7
C 1.480 -1.707 3.038 -0.3 0.2 0.1
N 3.116 -3.125 0.566 0.2 0.0 1.2
C 4.175 -2.127 0.938 -0.1 -0.8 -0.6
C 3.332 -4.580 0.878 0.0 0.1 -0.9
N 0.755 -3.671 -0.566 1.7 1.4 1.6
C -0.697 -3.693 -0.665 0.0 -0.9 -0.9
C 1.429 -4.093 -1.843 -0.1 0.4 0.8
H 1.570 -4.527 2.947 0.0 0.2 0.7
H 0.201 -4.665 1.898 0.0 0.2 -0.2
H -0.105 -3.799 3.372 0.4 -0.4 0.6
H 1.279 -0.671 2.766 -0.2 -0.2 -0.5
H 2.559 -1.779 3.177 0.2 -0.3 -0.1
H 1.034 -1.854 4.022 -0.1 -0.3 -0.2
H 4.215 -1.923 2.008 -0.3 0.0 0.2
H 5.158 -2.532 0.697 -0.1 -0.2 -0.2
H 4.023 -1.211 0.368 -0.1 -0.1 0.2
H 3.566 -4.823 1.914 -0.1 0.5 0.2
H 2.508 -5.200 0.525 -0.4 0.5 0.3
H 4.150 -5.000 0.293 0.5 0.6 -0.1
H -1.209 -3.574 0.290 0.0 0.4 -0.2
H -1.039 -3.092 -1.507 -0.2 1.0 0.5
H -0.968 -4.664 -1.081 0.0 -0.5 0.6
H 1.360 -3.338 -2.625 -0.3 0.1 0.0
H 0.933 -5.010 -2.161 0.1 0.0 0.0
H 2.495 -4.284 -1.718 -0.1 -0.1 0.3
O -1.246 0.364 -1.032 0.2 -0.6 -0.5
C -2.268 -0.275 -0.982 -1.7 0.1 1.7
O -2.577 -1.020 0.145 1.4 1.1 -1.5
C -3.727 -1.811 -0.128 -0.6 -0.1 -0.9
C -4.509 -1.030 -1.185 -1.6 0.2 0.5
C -3.508 -0.152 -1.887 1.6 -0.5 0.0
H -4.328 -1.983 0.766 0.4 0.0 0.1
H -3.338 -2.736 -0.554 -0.4 -0.3 0.2
H -5.260 -0.383 -0.732 0.1 0.0 0.4
H -5.135 -1.696 -1.778 0.5 0.0 -0.4
H -3.695 0.922 -1.900 -0.4 0.0 0.0
H -3.293 -0.440 -2.916 0.2 -0.1 0.0
O 1.048 -0.059 -2.753 -0.5 -0.1 0.0
C 0.650 -0.711 -3.696 0.5 -0.7 -1.5
O -0.624 -0.832 -4.090 0.2 1.4 2.4
C -0.804 -1.599 -5.283 0.5 -0.8 1.0
C 0.507 -2.337 -5.357 1.6 -1.0 -1.5
C 1.567 -1.491 -4.661 -1.7 1.2 0.3
H -1.110 -0.864 -6.026 0.1 -0.7 -0.4
H -1.485 -2.416 -5.046 -0.9 0.8 -0.4
H 0.732 -2.549 -6.402 0.3 -0.1 0.1
H 0.450 -3.299 -4.849 -0.3 0.0 0.0
H 1.920 -0.740 -5.367 0.5 0.1 0.1
H 2.383 -1.938 -4.093 -0.1 -0.2 -0.4
C 3.722 3.992 -1.229 -0.3 0.3 0.0
C 2.450 3.227 -1.080 -2.3 1.3 1.7
C 1.256 3.664 -1.967 1.1 -0.1 -0.5
O 0.217 2.713 -1.937 0.0 -0.2 -0.6
C -0.661 2.944 -3.054 -0.5 -0.4 0.6
N 2.640 1.807 -1.173 -0.1 -1.2 -0.7
H 4.365 3.684 -0.405 0.4 0.1 -0.3
H 3.533 5.059 -1.114 0.2 0.0 -0.2
H 4.130 3.771 -2.215 0.5 0.2 0.1
H 2.063 3.337 -0.067 0.1 0.5 0.3
H 1.564 3.705 -3.012 0.4 0.4 -0.2
H 0.817 4.623 -1.692 0.5 0.3 0.2
H -1.413 2.166 -2.918 -0.4 0.5 -0.2
H -0.255 2.838 -4.060 0.8 -0.3 0.2
H -0.994 3.980 -3.005 -0.6 -0.1 0.2
H 2.994 1.709 -2.114 0.1 -1.0 -0.5
H 3.394 1.514 -0.569 0.2 0.1 0.2
```
Positions in Å, forces in eV/Å.

Entry 2:
Entry from the Open Molecules 2025 dataset: a structure of composition C24H5Cl84O4P in a non-equilibrium geometry (ωB97M-V/def2-TZVPD).

Results
LUMO = -0.2604 eV
HOMO = -10.079 eV
frontier orbital gap = 9.82 eV
energy = -1094321.0608 eV

XYZ file:
```
118
Properties=species:S:1:pos:R:3:forces:R:3
C -2.769 -0.732 2.385 -3.0 0.0 1.2
C -3.761 -0.157 1.947 -0.4 -0.3 0.6
O -4.949 0.430 1.478 0.3 -1.3 2.2
P -6.179 -0.535 2.201 0.6 -3.8 -0.2
O -5.882 -1.953 1.828 -0.9 2.1 0.6
O -5.962 -0.402 3.864 -0.4 2.0 -2.8
O -7.702 -0.080 1.712 2.3 0.0 1.4
C -8.698 -0.943 2.359 -0.7 -1.3 0.7
H -2.118 -1.550 2.884 -2.3 2.8 -0.5
H -5.694 0.541 4.001 -0.3 -0.8 0.5
H -9.411 -1.351 1.573 1.0 0.9 0.8
H -9.261 -0.403 3.179 0.7 -0.3 -1.2
H -8.208 -1.850 2.841 -0.5 1.1 -0.7
C 0.929 -2.337 2.083 0.3 -0.5 -0.4
Cl -0.812 -2.145 1.765 2.8 -1.2 -1.0
Cl 1.504 -0.966 3.061 -0.7 -0.9 -0.7
Cl 1.206 -3.848 2.967 0.1 0.2 -0.2
Cl 1.809 -2.381 0.543 -0.6 -0.2 0.1
C 5.410 -0.612 0.278 -0.1 0.0 0.1
Cl 6.989 -1.200 0.841 -0.1 0.2 0.0
Cl 4.229 -0.752 1.593 0.7 0.3 -0.2
Cl 5.556 1.086 -0.214 0.1 -0.2 0.1
Cl 4.871 -1.584 -1.107 0.0 0.4 0.2
C -2.068 0.905 -1.789 -0.1 0.1 0.0
Cl -1.335 2.515 -1.640 -0.1 -0.2 0.0
Cl -3.469 0.992 -2.879 0.2 0.0 0.1
Cl -0.874 -0.229 -2.450 -0.1 0.2 0.1
Cl -2.595 0.343 -0.186 0.8 0.3 -1.3
C -9.928 1.501 -0.978 0.1 0.0 0.0
Cl -10.451 2.361 -2.439 0.0 -0.1 0.2
Cl -11.322 1.247 0.093 0.2 0.0 -0.1
Cl -9.237 -0.069 -1.432 -0.1 0.2 0.1
Cl -8.703 2.467 -0.135 -0.3 -0.4 -0.4
C 3.269 1.898 5.919 0.1 0.1 0.1
Cl 2.487 0.859 4.709 0.5 0.8 0.8
Cl 4.232 0.899 7.022 -0.2 -0.1 -0.3
Cl 4.327 3.065 5.101 -0.1 -0.2 0.1
Cl 2.028 2.770 6.841 0.2 -0.1 -0.1
C -7.899 4.718 2.978 -0.1 0.2 0.0
Cl -8.815 5.096 1.507 0.2 0.2 0.4
Cl -8.994 4.709 4.373 0.2 0.0 -0.2
Cl -7.144 3.120 2.806 -0.1 0.1 0.0
Cl -6.639 5.943 3.222 -0.2 -0.2 0.0
C 1.148 -3.544 -3.628 -0.1 -0.1 0.0
Cl 0.564 -2.718 -5.086 0.0 -0.1 0.3
Cl -0.211 -3.821 -2.522 0.2 0.0 -0.1
Cl 1.872 -5.102 -4.076 -0.2 0.2 0.2
Cl 2.368 -2.534 -2.825 -0.2 -0.1 -0.2
C -7.157 4.772 -3.483 -0.1 -0.2 0.2
Cl -8.469 4.269 -4.566 0.0 0.3 0.5
Cl -6.371 3.333 -2.805 -0.1 0.2 -0.1
Cl -5.966 5.724 -4.394 -0.2 -0.8 0.6
Cl -7.818 5.762 -2.167 0.1 -0.1 -0.2
C 6.293 2.621 9.978 0.0 0.1 0.0
Cl 5.701 3.441 8.522 0.2 0.1 0.3
Cl 4.940 2.343 11.092 0.2 0.0 -0.2
Cl 7.017 1.064 9.526 -0.1 0.2 0.0
Cl 7.515 3.632 10.773 -0.2 -0.2 -0.1
C 2.653 -5.384 -7.915 0.0 0.1 0.0
Cl 0.920 -5.185 -8.242 0.2 0.0 0.1
Cl 3.231 -4.017 -6.944 0.1 -0.2 -0.3
Cl 2.918 -6.897 -7.026 0.0 0.2 -0.1
Cl 3.542 -5.438 -9.450 -0.1 0.0 0.2
C 9.242 -2.544 4.100 -0.1 0.1 -0.2
Cl 10.182 -1.466 3.050 -0.8 0.0 0.1
Cl 10.333 -3.381 5.227 -0.3 0.3 0.0
Cl 8.062 -1.589 5.021 0.2 -0.1 -0.1
Cl 8.389 -3.740 3.107 0.1 0.1 0.1
C 6.285 -5.447 -1.535 0.1 0.0 0.1
Cl 4.552 -5.262 -1.864 0.2 0.0 0.0
Cl 6.851 -4.077 -0.560 0.1 -0.5 -0.1
Cl 6.561 -6.959 -0.649 0.0 0.2 -0.1
Cl 7.177 -5.489 -3.069 -0.1 0.0 0.2
C 12.483 1.875 4.914 0.0 0.0 0.1
Cl 12.352 2.236 3.181 0.0 -0.1 0.2
Cl 14.153 1.415 5.298 -0.2 0.1 -0.1
Cl 12.034 3.312 5.853 0.1 -0.2 -0.1
Cl 11.392 0.537 5.322 0.2 0.3 0.1
C -7.704 2.475 -8.285 0.1 -0.1 -0.1
Cl -9.424 2.733 -8.642 0.2 0.0 0.0
Cl -7.102 3.812 -7.284 0.1 -0.2 -0.6
Cl -7.505 0.947 -7.405 0.0 0.2 -0.1
Cl -6.790 2.402 -9.804 -0.1 -0.5 0.4
C -0.602 -5.144 6.440 0.0 0.0 0.0
Cl 1.036 -4.769 7.009 -0.2 0.0 -0.1
Cl -1.679 -5.356 7.833 0.1 0.0 -0.2
Cl -1.195 -3.813 5.429 -0.1 -0.1 0.2
Cl -0.568 -6.640 5.486 0.0 0.2 0.1
C 2.319 4.113 -2.580 0.0 0.0 0.0
Cl 1.552 3.075 -3.796 0.1 0.1 0.2
Cl 3.271 3.113 -1.465 -0.2 0.1 -0.2
Cl 3.387 5.279 -3.386 -0.1 -0.1 0.1
Cl 1.069 4.986 -1.672 0.2 -0.1 -0.1
C 13.760 -3.165 1.646 0.0 -0.1 0.1
Cl 15.338 -3.745 2.215 0.0 0.4 -0.2
Cl 12.575 -3.301 2.957 0.8 -0.2 -0.4
Cl 13.897 -1.467 1.146 0.0 -0.2 0.1
Cl 13.230 -4.147 0.266 0.1 0.1 0.2
C 13.484 -7.010 4.631 0.0 0.0 -0.1
Cl 12.426 -5.755 5.309 0.2 -0.4 -0.1
Cl 14.024 -6.518 3.013 -0.2 -0.4 0.4
Cl 14.896 -7.226 5.684 -0.2 0.0 -0.1
Cl 12.591 -8.538 4.517 0.1 0.2 0.0
C -6.327 5.876 -12.116 -0.1 0.1 0.1
Cl -5.515 7.448 -11.986 -0.1 -0.2 -0.1
Cl -7.685 6.004 -13.251 0.2 0.0 0.1
Cl -5.175 4.662 -12.706 -0.1 0.1 0.1
Cl -6.932 5.389 -10.522 0.1 0.4 -0.5
C -5.748 8.714 -7.728 0.1 0.1 0.0
Cl -5.758 7.788 -6.213 -0.1 0.7 -0.8
Cl -4.212 8.446 -8.576 -0.2 0.0 0.1
Cl -7.091 8.180 -8.754 0.2 0.2 0.3
Cl -5.931 10.442 -7.367 0.0 -0.2 0.0
C -13.724 -2.484 0.618 -0.1 0.0 0.0
Cl -12.092 -2.173 1.242 -0.2 -0.1 -0.1
Cl -14.848 -2.680 1.977 0.2 0.0 -0.2
Cl -14.244 -1.117 -0.387 0.1 -0.2 0.1
Cl -13.711 -3.965 -0.358 0.0 0.2 0.1
```
Positions in Å, forces in eV/Å.